No. 1
Below is C15H27N5O3 in the gas phase, with properties calculated with ωB97M-V/def2-TZVPD.

Its orbital gap is 8.884 eV. For the molar mass, the calculation gives 325.41 Da. Its charge is 0. The energy relative to the best compared isomer or geometry (same formula, charge and spin) comes out at 0.00 kcal per mole. The structure (SMILES) is CNCC(=O)N(CC(C)C)c1c(N)n(CC(C)C)c(=O)[nH]c1=O. The calculation puts the LUMO energy at 0.3 eV. For the HOMO energy, the calculation gives -8.555 eV.

The geometry in XYZ format:
```
50
Properties=species:S:1:pos:R:3:forces:R:3
C -3.23073 -3.48957 0.99820 -0.05 0.05 -0.02
N -2.08914 -3.45112 0.09946 0.09 0.01 -0.30
C -1.35666 -2.20495 0.17108 -0.15 -0.38 -0.13
C -2.03446 -1.06754 -0.58955 0.28 -0.33 0.10
O -3.02303 -1.24448 -1.27470 -0.22 -0.05 -0.08
N -1.43064 0.14776 -0.50530 0.43 0.54 0.00
C -2.04201 1.26987 -1.21328 -0.60 -0.03 -0.09
C -3.31644 1.79920 -0.54065 0.13 0.21 -0.07
C -3.98858 2.80566 -1.47199 0.07 -0.30 0.12
C -3.01449 2.43482 0.81130 -0.05 -0.26 -0.12
C -0.20190 0.35496 0.17575 -0.11 -0.16 -0.11
C 0.96002 0.45919 -0.55822 -0.55 -0.19 0.25
N 0.94426 0.26524 -1.90353 0.08 0.09 0.12
N 2.16305 0.71449 0.04686 0.02 0.09 -0.14
C 3.40908 0.74539 -0.70236 0.36 -0.23 -0.24
C 3.87591 -0.64581 -1.15806 0.13 0.05 0.09
C 4.02702 -1.57587 0.04239 -0.11 0.11 -0.19
C 5.20201 -0.50077 -1.90008 -0.31 -0.01 0.04
C 2.26661 0.87937 1.42624 -0.19 0.10 0.02
O 3.31334 1.14538 1.96789 0.28 0.00 0.19
N 1.10037 0.72276 2.11341 -0.08 -0.01 0.48
C -0.17233 0.44142 1.60967 0.27 0.10 -0.27
O -1.10433 0.29557 2.37344 -0.10 -0.10 0.13
H -3.96291 -2.69539 0.80919 -0.02 -0.01 0.04
H -3.72287 -4.45443 0.88793 -0.07 0.00 0.09
H -2.87065 -3.39466 2.02308 -0.06 -0.05 0.05
H -2.42806 -3.56465 -0.85420 0.09 0.01 0.18
H -0.35886 -2.36056 -0.25887 -0.01 0.16 0.09
H -1.24316 -1.92208 1.21929 0.10 0.03 -0.04
H -2.30999 0.92467 -2.21906 0.07 0.10 0.02
H -1.30335 2.07240 -1.28619 0.01 -0.04 -0.01
H -3.98888 0.94985 -0.39506 0.05 0.01 -0.04
H -3.32845 3.65063 -1.66183 0.06 0.15 -0.04
H -4.24300 2.34311 -2.42285 -0.05 0.00 -0.15
H -4.90272 3.18144 -1.02008 -0.10 0.09 0.01
H -3.92963 2.81780 1.25609 -0.09 0.09 0.08
H -2.31680 3.26382 0.69694 0.09 0.15 0.00
H -2.58657 1.70688 1.49404 0.03 0.01 0.10
H 1.68723 0.61946 -2.47780 -0.01 -0.03 0.00
H 0.03814 0.16760 -2.32906 -0.01 0.04 0.00
H 4.15266 1.16042 -0.01700 -0.12 0.02 -0.20
H 3.31429 1.42718 -1.55340 0.01 0.03 0.06
H 3.13448 -1.07748 -1.83877 0.06 0.04 0.04
H 3.06618 -1.75360 0.52076 -0.07 -0.08 0.11
H 4.69969 -1.14088 0.77742 0.09 0.03 0.12
H 4.42939 -2.53476 -0.27384 0.01 -0.12 0.00
H 5.10202 0.16492 -2.75495 0.06 0.08 -0.12
H 5.53962 -1.46900 -2.25948 0.08 -0.08 -0.05
H 5.96283 -0.09701 -1.23670 0.15 0.06 0.07
H 1.16675 0.82018 3.12075 0.02 -0.02 -0.19
```
Positions in Å, forces in eV/Å.

Löwdin population analysis, charges in e, atoms 1 to 6: -0.1312, -0.1213, -0.1421, -0.4185, 0.0707, -0.0093


No. 2
Below is 3 unconnected molecules or ions with the total composition C15H28Cl4NO6PS, with properties calculated with ωB97M-V/def2-TZVPD.

Its orbital gap is 9.792 eV. For the molar mass, the calculation gives 523.24 Da. Its charge is 0. The structure (SMILES) is [H]/N=C(\C)C[C@@H]1COS(=O)(=O)[C@H](CC=O)[C@@]1(COC)[PH2]=O.ClCCCl.ClCCCl. The calculation puts the LUMO energy at 0.3 eV. For the HOMO energy, the calculation gives -9.447 eV.

The geometry in XYZ format:
```
56
Properties=species:S:1:pos:R:3:forces:R:3
H 4.34817 1.22510 -0.50509 -0.05 0.08 0.13
N 3.36181 1.15891 -0.24508 -0.15 0.75 0.34
C 2.85379 0.16448 -0.82135 0.65 -1.11 -0.95
C 3.76052 -0.72489 -1.70569 -0.47 -0.19 0.84
C 1.39009 -0.26288 -0.67622 0.54 0.43 -0.44
C 0.34020 0.75097 -1.28064 -0.10 -0.60 1.61
C 1.06558 1.72806 -2.20758 0.10 -0.53 -0.26
O 0.23101 2.59996 -3.01183 -0.82 0.18 1.24
S -1.33042 2.51914 -2.72870 -1.64 -0.59 -2.61
O -1.95263 3.70918 -3.21248 0.62 1.04 1.02
O -1.83781 1.37949 -3.44553 0.57 -1.00 0.70
C -1.70723 2.19301 -0.98107 0.79 0.13 1.56
C -2.33082 3.39534 -0.25360 -0.06 0.25 -0.33
C -1.61395 4.71882 -0.45707 -1.42 0.32 0.39
O -0.51155 4.84882 -0.87511 1.31 -0.23 -0.41
C -0.52697 1.48047 -0.17626 0.02 -0.22 -1.45
C 0.28777 2.42494 0.70345 1.03 0.28 0.53
O 1.16035 1.68211 1.56651 -0.91 0.03 0.03
C 1.03399 2.06947 2.92403 0.84 -0.52 0.75
P -1.39999 0.30395 0.97331 -0.61 1.23 0.92
O -1.85248 1.09042 2.15894 0.07 -0.21 0.09
H 3.24197 -1.63838 -2.04368 0.55 1.49 -0.01
H 4.56410 -1.06827 -1.03603 -0.11 -0.05 -0.26
H 4.24458 -0.15765 -2.50738 -0.34 -0.09 -0.02
H 1.21694 -0.46106 0.38283 -0.02 0.17 -0.17
H 1.29673 -1.20962 -1.21977 -0.12 0.16 0.18
H -0.37634 0.09703 -1.79538 0.22 0.45 -0.42
H 1.64525 1.12665 -2.92023 -0.04 0.28 0.09
H 1.73424 2.37751 -1.64199 -0.08 -0.18 -0.11
H -2.49305 1.43214 -1.03005 0.09 0.26 -0.66
H -3.37678 3.50675 -0.56788 0.23 0.14 -0.02
H -2.36835 3.20059 0.83011 0.01 -0.09 -0.22
H -2.19049 5.63646 -0.19291 -0.10 -0.36 0.12
H 0.93408 3.08368 0.10789 -0.32 -0.18 -0.10
H -0.30661 3.07717 1.34910 -0.34 -0.22 -0.38
H 1.94168 1.71212 3.43275 -0.13 0.10 -0.23
H 0.19370 1.57596 3.43062 -0.12 0.38 -0.32
H 1.01714 3.15926 3.06561 -0.21 -0.18 -0.20
H -2.58164 -0.17289 0.33744 0.71 -0.25 -0.51
H -0.63659 -0.83440 1.28365 0.17 0.20 -0.47
Cl 3.00410 -3.62339 -2.31670 -0.10 -1.18 -0.11
C 3.25988 -5.20160 -1.52350 -0.05 -0.25 -0.09
C 2.41514 -5.34877 -0.28306 -0.05 -0.11 0.00
Cl 2.94492 -4.25583 1.02119 -0.03 0.06 -0.02
H 4.32008 -5.29719 -1.30078 -0.02 0.11 0.03
H 2.99168 -5.97112 -2.24662 -0.06 0.02 0.03
H 2.49749 -6.36516 0.09963 0.07 0.02 -0.02
H 1.36665 -5.14412 -0.48864 0.04 0.07 0.00
Cl -5.31834 -3.47170 1.01482 0.03 -0.01 -0.02
C -4.91357 -3.28632 2.74022 -0.04 -0.04 0.09
C -4.01858 -2.09838 2.98870 -0.14 0.10 0.15
Cl -2.38340 -2.33779 2.32013 -0.19 -0.35 0.17
H -4.45250 -4.21138 3.07921 0.04 0.03 -0.07
H -5.85351 -3.15542 3.27476 0.02 0.07 -0.02
H -3.90144 -1.94026 4.05971 0.03 -0.05 -0.02
H -4.42861 -1.18943 2.55330 0.07 -0.03 -0.07
```
Positions in Å, forces in eV/Å.

Löwdin population analysis, charges in e, atoms 1 to 6: 0.0679, 0.1528, -0.4121, -0.0801, -0.0885, -0.2374


No. 3
Below is 3 unconnected molecules or ions with the total composition C15H28FN4O4S, with properties calculated with ωB97M-V/def2-TZVPD.

Its orbital gap is 6.300 eV. For the molar mass, the calculation gives 379.48 Da. Its charge is +1. The calculation puts the LUMO energy at -4.4 eV. For the HOMO energy, the calculation gives -10.731 eV.

The geometry in XYZ format:
```
53
Properties=species:S:1:pos:R:3:forces:R:3
O 1.24446 -0.99116 5.16820 0.00 -0.06 0.02
C 0.93216 -0.15202 4.41926 0.18 0.23 -0.74
F 0.29232 -0.37853 3.25421 0.03 0.17 0.51
N 1.26618 1.23602 4.54207 -0.54 -0.30 0.69
C 0.30129 2.20637 4.73909 0.27 -0.24 -0.40
O 0.32472 3.10408 5.50316 0.05 0.03 0.04
S -1.20757 2.21997 3.61103 -0.12 0.67 -0.29
C -2.34955 1.18730 4.51278 -0.05 -0.39 0.10
C -3.08860 0.24141 3.82595 -0.07 -0.06 -0.01
C -3.99633 -0.50201 4.58023 0.09 0.04 -0.24
N -4.16786 -0.34203 5.88445 -0.07 -0.04 0.04
C -3.45121 0.58159 6.50972 0.17 0.18 0.03
C -2.51227 1.39247 5.87258 -0.08 0.01 0.05
H 1.96570 1.33136 5.28098 0.06 0.04 -0.13
H -0.88253 1.43469 2.56308 -0.04 -0.24 0.08
H -2.98900 0.07903 2.75842 0.00 0.04 0.10
H -4.60061 -1.25899 4.08980 0.03 0.05 0.08
H -3.61979 0.70095 7.57541 -0.01 -0.05 -0.08
H -1.96353 2.14083 6.43286 -0.04 -0.05 -0.06
C -0.09918 1.24623 -2.40322 0.04 -0.03 -0.01
C -1.09294 2.29222 -1.90997 -0.02 -0.10 -0.11
C -1.28911 2.30042 -0.38939 -0.03 0.16 0.01
O -2.05685 1.22208 0.13410 0.13 -0.04 0.36
C -1.37070 -0.01372 0.23747 -0.09 -0.02 0.00
N -2.34676 2.14697 -2.64426 -0.04 0.06 0.21
H -0.54345 0.25198 -2.43842 0.02 -0.01 0.00
H 0.21751 1.48357 -3.41709 -0.03 0.02 -0.01
H 0.79238 1.19893 -1.77406 0.00 0.00 0.00
H -0.68826 3.27867 -2.15679 0.02 0.02 0.05
H -1.84820 3.20027 -0.12152 -0.04 -0.03 0.01
H -0.31516 2.34535 0.12665 0.04 -0.04 -0.08
H -0.32212 0.13332 0.52756 0.02 -0.01 -0.05
H -1.39679 -0.58392 -0.69063 0.07 0.01 0.00
H -1.87514 -0.60534 1.00448 0.02 -0.03 -0.03
H -2.96986 2.92358 -2.44850 0.03 0.02 -0.08
H -2.83312 1.31568 -2.32238 0.03 -0.04 -0.09
C 4.16756 -2.96796 -4.79612 0.04 0.01 -0.01
C 2.95253 -2.16849 -5.25599 -0.01 -0.11 0.00
C 2.46135 -1.12908 -4.24252 -0.03 0.09 -0.07
O 1.76792 -1.65869 -3.12538 -0.02 -0.02 0.07
C 2.58230 -2.18215 -2.09710 -0.07 0.02 0.02
N 1.90139 -3.09568 -5.67574 -0.06 0.12 0.07
H 3.88685 -3.75676 -4.09763 -0.02 0.02 0.01
H 4.63739 -3.45115 -5.65122 -0.03 -0.02 0.00
H 4.90972 -2.32823 -4.31462 0.00 0.00 0.00
H 3.25106 -1.59834 -6.14134 0.00 0.04 0.01
H 1.73760 -0.48193 -4.74422 -0.02 -0.01 0.02
H 3.29147 -0.49565 -3.89988 0.03 -0.04 -0.01
H 3.50395 -1.60177 -1.98511 0.02 -0.01 0.00
H 2.84164 -3.22925 -2.26740 0.05 0.02 -0.01
H 2.01264 -2.12140 -1.16838 0.00 0.01 0.00
H 1.14746 -2.58777 -6.12706 0.04 -0.02 -0.06
H 1.48691 -3.51329 -4.84760 0.04 -0.05 -0.02
```
Positions in Å, forces in eV/Å.

Löwdin population analysis, charges in e, atoms 1 to 6: 0.2543, -0.4803, 0.1106, 0.1820, -0.5864, 0.1502


No. 4
Below is 3 unconnected molecules or ions with the total composition C15H28N4O9P3, with properties calculated with ωB97M-V/def2-TZVPD.

Its orbital gap is 6.235 eV. For the molar mass, the calculation gives 501.33 Da. Its charge is +1. The calculation puts the LUMO energy at -5.4 eV. For the HOMO energy, the calculation gives -11.586 eV.

The geometry in XYZ format:
```
59
Properties=species:S:1:pos:R:3:forces:R:3
N -1.98104 -3.70083 4.83769 -1.04 0.26 -1.85
P -1.67967 -2.47936 3.61744 2.45 0.50 0.16
O -0.90635 -3.33932 2.34785 -2.69 0.49 0.89
C -3.28475 -1.89434 2.83405 -3.55 -0.20 -1.54
C -3.33893 -0.79884 1.86196 -0.57 -0.86 0.77
C -4.60178 -0.36557 1.23689 1.73 -1.47 1.39
N -5.75143 -0.99719 1.53617 1.72 1.56 -0.79
N -5.68060 -1.95660 2.41587 -1.14 -2.59 2.01
C -6.97778 -2.61926 2.68955 -3.21 -1.11 0.77
C -8.04780 -1.97095 3.45592 -0.32 -1.84 -0.80
C -9.28938 -2.74114 3.64262 2.80 -0.30 -1.36
C -9.32926 -4.07997 3.05482 -0.62 0.96 0.78
N -8.34417 -4.70937 2.35521 0.26 2.61 1.07
C -7.22038 -3.96972 2.19668 1.06 1.01 0.05
C -4.63419 -2.49419 3.10002 3.01 2.21 -1.32
H -1.26789 -4.42441 4.65308 -0.31 0.33 0.35
H -2.89348 -4.14549 4.68525 0.40 -0.24 0.37
H -1.65527 -3.80795 1.91800 1.00 -0.18 -0.19
H -2.40440 -0.25836 1.56933 -0.88 -0.61 0.36
H -4.54890 0.46157 0.48795 -0.61 -0.92 0.78
H -7.93062 -0.94505 3.88363 -0.10 -1.05 -0.50
H -10.14005 -2.29679 4.20574 0.80 -0.60 -0.58
H -10.27559 -4.66168 3.21301 1.09 0.52 -0.29
H -6.37757 -4.45159 1.62914 -0.96 0.41 0.51
H -4.76264 -3.34010 3.81986 -0.43 1.04 -0.91
C 3.22812 -3.88519 -0.39013 0.26 -0.39 0.27
O 2.73290 -2.98643 -1.37903 -0.12 0.56 -0.17
P 2.79750 -1.42019 -1.10110 0.42 0.20 -0.39
O 3.97812 -0.95090 -0.36538 -0.44 -0.26 0.12
O 1.39271 -1.06429 -0.41809 0.09 0.26 -0.24
C 1.03822 -1.71306 0.79358 0.04 -0.20 -0.01
O 2.61902 -0.82269 -2.55586 -0.29 -0.71 0.43
C 2.59858 0.59996 -2.67376 0.15 0.59 -0.03
H 3.69480 -4.72968 -0.89522 -0.05 0.10 -0.08
H 3.96884 -3.41094 0.25541 -0.03 0.07 -0.09
H 2.40061 -4.25622 0.21727 0.01 0.02 -0.03
H 1.91120 -1.88064 1.42851 -0.04 0.04 0.04
H 0.55979 -2.66376 0.55999 0.07 0.02 0.06
H 0.32634 -1.08735 1.33076 0.08 0.08 -0.07
H 3.60527 0.99659 -2.53875 -0.06 0.00 0.04
H 1.92488 1.04264 -1.93776 0.04 -0.02 -0.01
H 2.24450 0.85958 -3.66983 0.02 -0.22 0.03
C 4.07408 5.64445 -5.43920 -0.37 0.22 -0.33
O 4.95065 4.80677 -4.69045 0.16 -0.22 0.55
P 5.17339 5.10769 -3.14261 0.02 -0.13 0.20
O 3.99326 5.58814 -2.40943 0.24 0.07 -0.34
O 6.44132 6.07764 -3.09282 -0.13 -0.40 0.28
C 6.38194 7.31959 -3.78194 0.01 0.28 -0.23
O 5.78027 3.73871 -2.62297 -0.06 0.36 -0.71
C 6.13434 3.66841 -1.24253 0.05 -0.04 0.54
H 3.55126 5.02943 -6.17065 0.10 -0.07 0.08
H 3.33602 6.13333 -4.80147 0.07 -0.07 0.07
H 4.65321 6.40086 -5.97056 0.00 -0.04 0.02
H 5.38028 7.75288 -3.74094 0.03 0.01 0.04
H 6.67971 7.16550 -4.82100 -0.04 0.05 0.01
H 7.08414 8.00917 -3.31721 -0.03 -0.12 0.07
H 5.23292 3.60070 -0.63233 0.04 0.06 -0.02
H 6.71858 4.54065 -0.94424 -0.04 -0.02 -0.02
H 6.73710 2.77516 -1.08794 -0.07 0.02 -0.20
```
Positions in Å, forces in eV/Å.

Löwdin population analysis, charges in e, atoms 1 to 6: -0.1759, 0.8830, -0.3266, -0.2520, 0.0215, -0.0081